Molecular formula: C19H38BBr14NO4
Method: DFT, ωB97M-V/def2-TZVPD

Cartesian coordinates (Å):
O: 2.199 -2.327 0.911
C: 1.922 -5.269 -2.310
H: 2.622 -5.167 -0.337
H: -1.879 -3.062 0.596
C: -7.533 4.968 2.682
C: 5.002 -1.837 -5.563
H: -6.627 5.432 2.300
H: 1.195 -4.930 1.697
H: -5.652 -0.747 4.154
C: -8.532 4.755 1.576
C: -8.245 2.999 6.565
H: 6.050 4.252 0.897
C: -1.166 -2.505 -0.021
O: 1.087 -6.119 -2.932
Br: 8.058 0.527 -6.227
Br: -9.963 3.565 2.142
C: -5.365 0.273 3.920
H: 3.712 -0.832 -4.143
H: -9.687 1.655 7.393
H: -1.772 -1.917 -0.720
H: 9.549 -1.168 -7.258
H: 0.976 -5.902 -0.539
N: 1.110 -3.731 -0.591
H: 1.661 2.660 1.635
Br: -0.348 0.708 2.570
H: -0.647 -3.953 -2.751
B: -0.310 -3.524 -0.845
H: -3.243 0.096 3.712
C: 3.650 -1.419 -5.053
C: 8.276 -0.534 -8.892
C: 1.646 -5.088 -0.832
C: 1.501 -3.280 0.713
Br: -7.536 0.574 7.944
Br: -6.746 4.098 7.137
C: -4.106 0.344 3.099
H: 2.364 -7.692 -3.024
H: 5.528 -0.985 -5.989
H: -5.248 0.840 4.841
Br: 3.325 5.051 0.067
Br: 7.134 -2.093 -8.686
C: 2.557 -6.656 -2.753
H: 9.879 0.459 -7.888
H: 7.627 0.299 -9.142
Br: -4.101 -0.945 1.647
H: -8.996 5.680 1.249
H: -8.061 4.262 0.729
Br: 2.528 -2.957 -4.642
H: 6.236 4.845 2.561
C: 1.668 1.871 0.890
H: -8.803 2.597 8.613
C: 9.101 -0.266 -7.663
H: -3.960 1.320 2.646
H: 0.996 -0.172 0.668
H: 3.727 5.466 2.484
Br: 6.141 -2.494 -4.133
H: -7.281 4.041 3.186
H: -9.032 3.700 6.293
Br: 4.926 2.757 2.531
H: 4.808 6.439 1.467
H: 4.941 -2.629 -6.301
O: 0.971 -3.993 1.756
Br: 0.519 2.470 -0.559
Br: -6.881 1.075 3.000
H: 8.924 -0.759 -9.735
Br: -8.204 6.188 4.038
H: 2.672 -6.928 -1.667
C: 1.236 0.544 1.446
C: 5.531 4.465 1.826
H: -7.920 2.460 5.680
O: -0.897 -4.255 -1.872
H: 2.663 1.792 0.460
C: 4.404 5.444 1.637
C: -8.725 2.086 7.659
H: 3.112 -0.858 -5.815
H: 2.324 -4.390 -2.819
H: -0.599 -1.801 0.591
H: 2.007 0.127 2.088

Summary:
- SMILES = CB(O)N(C[C@H]1CO1)C(=O)O.BrCCBr.BrCCBr.BrCCBr.BrCCBr.BrCCBr.BrCCBr.BrCCBr
- LUMO energy (eV) = 0.30
- HOMO (hartree) = -0.3389
- maximum force (eV Å⁻¹) = 3.36
- total energy (eV) = -1011269.3482
- HOMO-LUMO gap (eV) = 9.5

---

Molecular formula: C19H38Cl38
Method: DFT, ωB97M-V/def2-TZVPD

Cartesian coordinates (Å):
H: 5.055 -0.581 3.730
C: 0.163 0.098 -0.054
Cl: 3.790 -0.300 -5.424
C: -0.410 -5.774 -3.968
C: -4.177 -2.724 -2.447
Cl: -3.536 -0.123 1.508
H: -0.025 -3.452 3.874
H: -0.429 -3.851 2.211
H: -4.236 -1.672 -2.729
Cl: 4.090 6.172 -1.954
H: -3.751 -5.574 0.570
C: 4.233 -1.241 3.454
H: 2.355 -2.004 -4.973
H: -5.240 -0.534 -0.103
Cl: 3.335 -1.776 4.862
Cl: -2.810 -0.652 -4.536
H: 1.741 -0.381 -4.299
Cl: -1.943 5.651 -0.584
C: 4.404 1.045 -0.824
H: -2.842 3.439 -0.876
C: 4.068 3.209 3.910
C: -3.408 4.554 2.720
Cl: -0.997 -0.663 4.402
H: 5.087 0.631 -0.083
C: -4.627 0.328 0.158
Cl: 0.598 1.657 3.480
H: -1.673 -0.253 -6.608
H: 2.200 -3.714 -0.679
H: -2.641 3.838 3.016
Cl: -2.790 -7.537 1.360
Cl: 4.069 -0.110 -2.094
H: 4.531 4.076 4.382
Cl: -0.464 -5.845 3.576
Cl: -4.413 3.742 1.422
H: -0.024 -6.342 -4.814
Cl: -0.984 3.192 0.621
Cl: 0.557 0.299 -1.749
H: 0.904 0.592 0.574
Cl: -0.702 6.242 3.394
H: -5.063 -4.375 4.567
H: 1.046 0.032 5.195
H: -0.828 0.482 0.185
Cl: 4.355 1.800 4.927
Cl: 2.089 6.763 2.725
C: -1.860 3.898 -0.754
Cl: -3.634 0.815 -1.252
C: 2.944 -2.957 -0.928
C: -4.535 -4.896 3.769
C: 2.131 -0.951 -5.142
Cl: 4.796 3.114 2.219
H: -1.289 3.715 -1.664
H: -3.888 -5.720 4.071
Cl: -2.219 -5.654 -4.069
H: 3.479 1.336 -0.325
H: 2.517 -1.958 -0.835
H: 3.487 6.892 0.148
C: 0.101 -4.205 3.095
Cl: -3.921 -0.018 -7.216
C: -2.555 0.168 -6.125
Cl: 0.895 5.109 -2.901
C: -3.083 -6.306 0.116
H: -0.084 -6.334 -3.091
H: 2.613 4.227 -4.284
Cl: 0.198 -4.129 -3.917
Cl: 5.152 2.558 -1.422
Cl: 4.422 -3.051 0.110
H: -0.263 1.175 5.652
H: -3.587 -6.801 -0.714
H: 0.681 5.439 1.641
H: 4.738 -2.090 2.993
C: 0.195 0.613 4.838
Cl: -3.538 -3.752 2.823
H: -2.347 1.225 -5.956
Cl: 1.011 2.551 -4.480
C: 1.904 3.805 -3.571
H: -3.224 -3.175 -2.723
Cl: 2.635 4.684 0.032
Cl: 0.220 -1.646 0.321
Cl: 3.235 -3.146 -2.666
Cl: -5.530 -3.408 -3.434
H: -2.968 5.463 2.310
H: 1.059 4.622 3.205
Cl: 1.812 -4.310 2.702
Cl: 1.022 -0.795 -6.500
Cl: -4.409 -3.087 -0.710
Cl: -5.864 -5.600 2.809
C: 0.782 5.558 2.720
H: -5.234 1.181 0.462
C: 3.847 5.958 -0.284
H: 3.011 3.463 3.828
H: 2.407 3.386 -2.699
H: 4.828 5.677 0.100
Cl: -4.440 4.970 4.077
Cl: -1.554 -5.555 -0.548
Cl: 3.247 -0.422 2.145

Summary:
- LUMO energy (eV) = 0.08
- HOMO (hartree) = -0.3897
- maximum force (eV Å⁻¹) = 1.91
- total energy (eV) = -496172.5855
- energy relative to the best compared isomer or geometry (same formula, charge and spin) (kcal/mol) = 25.8
- HOMO-LUMO gap (eV) = 10.7